Model A:
The following is a quantum chemistry calculation of the ion C3H8N3 with charge +1, from the Open Molecules 2025 dataset.

Structure (XYZ):
```
14
C3H8N3 (the ωB97M-V functional and the def2-TZVPD basis)
N -2.127 0.257 -0.534
C -0.996 0.529 0.266
N -0.033 -0.654 0.033
C 1.369 -0.355 0.409
C 2.438 -0.121 -0.583
N 2.034 0.892 0.080
H -2.615 1.102 -0.774
H -2.837 -0.298 -0.023
H -0.853 0.658 1.383
H -0.533 1.468 -0.063
H -0.348 -0.744 -1.004
H -0.400 -1.520 0.585
H 1.638 -0.791 1.413
H 3.263 -0.423 -1.188
```

charge: +1
orbital gap: 11.58 eV
E_LUMO: -3.6 eV
SMILES: NC[NH2+][C@H]1C=N1
HOMO level: -0.5569 Ha

Atomic partial charges in e from the natural (NBO) method, atoms 1 to 4: atom 1 (N): -0.833, atom 2 (C): -0.069, atom 3 (N): -0.573, atom 4 (C): -0.033

=====

Model B:
The following is a quantum chemistry calculation of the ion C3H8N3 with charge +1, from the Open Molecules 2025 dataset.

Structure (XYZ):
```
14
C3H8N3 (the ωB97M-V functional and the def2-TZVPD basis)
C -0.166 -1.346 -0.934
N -0.058 -1.386 0.343
C -0.672 -0.292 1.135
N -0.225 0.997 0.595
C 0.923 1.340 -0.104
N -0.263 1.077 -0.828
H 0.567 -1.861 -1.541
H -1.034 -0.873 -1.357
H 0.925 -1.616 0.549
H -1.722 -0.209 1.232
H -0.357 -0.564 2.206
H 1.226 2.336 -0.006
H 1.777 0.583 -0.282
H -0.922 1.815 -1.009
```

charge: +1
orbital gap: 9.84 eV
E_LUMO: -4.8 eV
SMILES: C=[NH+]CN1CN1
HOMO level: -0.5369 Ha

Atomic partial charges in e from the natural (NBO) method, atoms 1 to 4: atom 1 (C): 0.118, atom 2 (N): -0.456, atom 3 (C): -0.095, atom 4 (N): -0.259

=====

Stability, highest: model A

=====

Model A:
The following is a quantum chemistry calculation of the ion C3H8N3 with charge +1, from the Open Molecules 2025 dataset.

Structure (XYZ):
```
14
C3H8N3 (the ωB97M-V functional and the def2-TZVPD basis)
C -1.873 0.010 0.178
C 0.214 -0.931 -0.406
C 1.959 0.678 0.131
N -1.410 1.137 -0.087
N -1.107 -1.084 0.284
N 1.097 -0.310 0.551
H -1.885 1.948 -0.422
H -2.816 -0.330 0.543
H 0.590 -1.925 -0.480
H -0.050 -0.390 -1.333
H 2.044 0.691 -0.998
H 2.913 0.822 0.647
H 1.383 1.620 0.513
H -1.059 -1.936 0.877
```

charge: +1
orbital gap (spin up / spin down): 5.99 / 5.99 eV
E_LUMO (spin up / spin down): -8.1 / -8.1 eV
HOMO level (spin up / spin down): -0.5184 / -0.5184 Ha

Atomic partial charges in e from the natural (NBO) method, atoms 1 to 4: atom 1 (C): 0.303, atom 2 (C): -0.180, atom 3 (C): -0.538, atom 4 (N): -0.738

=====

Model B:
The following is a quantum chemistry calculation of a structure of composition C3H8N3, from the Open Molecules 2025 dataset.

Structure (XYZ):
```
14
C3H8N3 (the ωB97M-V functional and the def2-TZVPD basis)
C -0.853 1.360 -0.061
C -0.152 -1.756 -0.618
C 0.656 0.109 0.545
N 0.623 1.191 -0.395
N 0.890 -1.164 -0.210
N -0.708 0.090 0.698
H -1.284 2.220 0.645
H -1.570 1.441 -0.896
H -0.038 -2.524 -1.382
H -1.007 -1.203 -0.491
H 1.380 0.127 1.478
H 1.453 1.756 -0.549
H 1.835 -1.631 -0.359
H -1.226 -0.017 1.594
```

charge: +1
orbital gap: 9.24 eV
E_LUMO: -4.7 eV
HOMO level: -0.5123 Ha

Atomic partial charges in e from the natural (NBO) method, atoms 1 to 4: atom 1 (C): -0.025, atom 2 (C): 0.123, atom 3 (C): 0.244, atom 4 (N): -0.650

=====

Model C:
The following is a quantum chemistry calculation of a cluster of 2 separate species, C3H8N3 in total, from the Open Molecules 2025 dataset.

Structure (XYZ):
```
14
C3H8N3 (the ωB97M-V functional and the def2-TZVPD basis)
C 0.151 0.236 0.265
C 0.366 1.525 0.870
C 0.116 -2.150 -0.083
N -0.966 1.616 -1.641
N -0.935 0.466 -1.483
N 0.396 -0.942 0.652
H 0.006 1.573 1.903
H 1.432 1.767 0.874
H -0.148 2.293 0.278
H -0.660 -2.723 0.431
H 1.016 -2.764 -0.127
H -0.222 -1.906 -1.087
H -1.397 2.112 -2.417
H 0.844 -1.103 1.565
```

charge: +1
orbital gap: 9.20 eV
E_LUMO: -4.4 eV
HOMO level: -0.4991 Ha

Atomic partial charges in e from the natural (NBO) method, atoms 1 to 4: atom 1 (C): 0.492, atom 2 (C): -0.768, atom 3 (C): -0.427, atom 4 (N): -0.285

=====

Model D:
The following is a quantum chemistry calculation of the ion C3H8N3 with charge +1, from the Open Molecules 2025 dataset.

Structure (XYZ):
```
14
C3H8N3 (the ωB97M-V functional and the def2-TZVPD basis)
H 2.998 1.117 -2.035
N 2.283 0.746 -1.417
C 1.118 0.750 -1.981
N 0.003 0.394 -1.165
C 0.071 -0.050 0.116
N -0.973 -0.526 0.680
C -1.097 -0.912 2.047
H 0.737 1.087 -2.926
H -0.932 0.490 -1.533
H 0.920 0.238 0.756
H -1.764 -0.488 0.043
H -0.945 -1.995 2.332
H -0.366 -0.361 2.646
H -2.055 -0.491 2.438
```

charge: +1
orbital gap: 10.16 eV
E_LUMO: -4.5 eV
SMILES: [H]/N=C/N/C=[NH+]/C
HOMO level: -0.5381 Ha

Atomic partial charges in e from the natural (NBO) method, atoms 1 to 4: atom 1 (H): 0.382, atom 2 (N): -0.607, atom 3 (C): 0.266, atom 4 (N): -0.581

=====

Stability, highest: model D

=====

Model A:
The following is a quantum chemistry calculation of the molecule C2H7N5O, from the Open Molecules 2025 dataset.

Structure (XYZ):
```
15
C2H7N5O (the ωB97M-V functional and the def2-TZVPD basis)
H 1.739 -1.467 -0.447
N 1.163 -0.543 -0.234
C 0.242 -0.299 -1.093
N 0.040 -0.797 -2.286
O -0.907 0.357 -0.582
C -0.449 1.190 0.522
N -0.097 2.347 0.557
H 0.411 2.583 1.525
N -0.792 0.406 1.639
N -0.489 -0.918 1.563
H -0.622 -0.215 -2.759
H 0.919 -1.058 -2.599
H -0.525 0.870 2.404
H -1.116 -1.412 0.607
H 0.484 -1.043 1.185
```

orbital gap: 8.98 eV
E_LUMO: 0.6 eV
SMILES: [H]/N=C(\N)O/C(=N/[H])NN
HOMO level: -0.3077 Ha

Atomic partial charges in e from the natural (NBO) method, atoms 1 to 4: atom 1 (H): 0.370, atom 2 (N): -0.839, atom 3 (C): 0.716, atom 4 (N): -0.798

=====

Model B:
The following is a quantum chemistry calculation of the molecule C2H7N5O, from the Open Molecules 2025 dataset.

Structure (XYZ):
```
15
C2H7N5O (the ωB97M-V functional and the def2-TZVPD basis)
H 2.002 0.099 -0.805
N 2.325 1.059 -0.962
C 1.230 1.650 -1.229
N 0.015 1.090 -1.138
N 0.029 -0.337 -1.003
C -0.456 -0.815 0.158
N -0.392 -2.125 0.397
N -1.001 0.092 1.022
O -1.315 -0.367 2.272
H 1.068 2.683 -1.590
H -0.760 1.397 -1.727
H 0.055 -2.709 -0.302
H -0.421 -2.482 1.343
H -0.640 1.011 0.895
H -2.268 -0.526 2.220
```

orbital gap: 8.89 eV
E_LUMO: 0.5 eV
SMILES: [H]/N=C\N/N=C(/N)NO
HOMO level: -0.3077 Ha

Atomic partial charges in e from the natural (NBO) method, atoms 1 to 4: atom 1 (H): 0.344, atom 2 (N): -0.706, atom 3 (C): 0.255, atom 4 (N): -0.516

=====

Stability, highest: model B